[1]
This record from the OMol25 dataset describes a 2-piece molecular cluster, C5H14NO overall. The level of theory is ωB97M-V/def2-TZVPD.

The geometry in XYZ format:
```
21
Properties=species:S:1:pos:R:3:forces:R:3
O -0.0524 -2.6449 -0.6944 0.0401 -0.3816 0.1320
N 1.2224 1.8028 0.1292 -1.2696 0.7317 -0.9978
C 0.8118 0.5104 -0.6078 0.7828 1.5551 0.6260
C -1.4939 0.5874 0.5252 1.1579 0.0006 0.1133
C -0.6658 0.4210 -0.7585 -0.1074 -1.1699 0.2463
C 1.8317 -0.1302 -1.1265 -0.3470 -0.7073 -1.0457
C -1.0799 -0.3953 1.6263 -0.2839 0.1201 -0.5512
H -1.5488 -0.1101 2.5617 -0.0899 -0.2269 0.1417
H -2.5396 0.4630 0.2596 -0.0980 0.2331 0.1600
H -1.3304 1.6028 0.9121 -0.5458 0.1287 -0.0801
H 1.2186 2.5722 -0.5490 0.4309 -0.0306 -0.0393
H 2.1033 1.8020 0.6380 -0.0312 -0.2706 0.0254
H 2.7902 0.3173 -1.3643 0.2168 -0.1321 0.8727
H -0.7945 -3.1551 -0.3459 -0.0164 0.0885 -0.0871
H -1.3951 -1.3821 1.3047 -0.0508 -0.2307 0.3432
H 0.6509 -3.3035 -0.7532 -0.0020 0.0626 -0.0469
H -0.0001 -0.4514 1.7779 0.0387 0.1364 -0.0387
H -1.0158 1.1139 -1.5291 0.2250 0.0933 -0.0264
H 0.4318 2.0663 0.7253 0.3403 -0.2420 0.5190
H -0.7801 -0.5894 -1.1613 -0.3454 0.1259 -0.0437
H 1.6356 -1.0970 -1.5700 -0.0453 0.1156 -0.2226
```
Forces are in eV/Å.

Results
Charge: +1
HOMO level: -14.430 eV

---

[2]
This record from the OMol25 dataset describes a 2-piece molecular cluster, C5H14NO overall. The level of theory is ωB97M-V/def2-TZVPD.

The geometry in XYZ format:
```
21
Properties=species:S:1:pos:R:3:forces:R:3
O 1.9203 0.8131 -0.0029 -0.9915 2.2967 -2.5423
N -0.0250 -1.0059 0.5668 0.6983 0.3234 -0.0027
C -0.0273 2.0271 -0.7942 -1.4368 0.9896 0.5291
C -0.8042 -0.7866 1.8371 -1.0580 -1.5025 0.3714
C 0.8581 -2.2587 0.6550 -0.1731 0.4444 0.3332
C -1.0224 1.2098 -1.6718 -0.1624 -2.4951 0.7248
C 1.3471 1.4896 -0.8867 1.8899 -0.9923 1.2121
H -1.5572 1.8557 -2.3152 -0.4129 0.7516 -0.7453
H -0.6977 -1.0572 -0.2037 0.2953 -0.2562 -0.0393
H -0.0854 -0.8957 2.6372 -0.0242 0.0228 0.3290
H 0.6608 -0.2169 0.3378 -1.7760 -1.7354 0.9454
H 0.2371 -3.1415 0.8301 0.0349 0.2543 -0.1348
H -0.3875 2.0030 0.2402 0.4274 0.1680 -0.0788
H -0.5569 0.4056 -2.3044 -0.3390 0.7831 0.4674
H -0.0517 3.0908 -1.1499 0.5484 -0.7857 0.2462
H 1.4087 -2.3291 -0.2786 0.0266 -0.1906 0.0178
H -1.7980 0.6998 -0.9996 1.1457 0.7609 -0.8514
H -1.2887 0.1963 1.9161 0.1342 -0.3725 -0.4060
H 1.9123 1.6632 -1.8405 0.1324 -0.1035 0.2711
H -1.5824 -1.6526 1.9155 1.3678 1.7101 -0.1550
H 1.5399 -2.1099 1.5118 -0.3269 -0.0712 -0.4919
```
Forces are in eV/Å.

Results
Charge: +2
Spin multiplicity: 2
HOMO level (alpha / beta): -21.703 / -21.674 eV

---

[3]
This record from the OMol25 dataset describes a 2-piece molecular cluster, C5H14NO2 overall. The level of theory is ωB97M-V/def2-TZVPD.

The geometry in XYZ format:
```
22
Properties=species:S:1:pos:R:3:forces:R:3
O 0.4785 0.1428 2.5155 -0.3393 -0.3076 0.1051
O 0.8528 2.5306 1.9207 0.2267 0.0553 -0.1339
N 1.0380 -1.2679 0.6226 0.1856 -0.4963 0.4826
C -0.4787 -0.5647 -2.5646 1.0291 0.5612 0.9000
C 1.3282 -0.7787 2.0236 -0.0850 0.9118 -0.8087
C -1.8197 0.5186 -0.6900 0.4177 -0.1457 0.7829
C -0.7226 -0.4933 -1.0279 0.0245 0.3526 -1.5315
C 0.5955 -0.2474 -0.2983 0.9610 0.4610 0.1767
H -2.5448 0.6255 -1.4876 -0.3252 -0.1324 -0.1151
H 0.2997 0.1534 -2.8094 -0.1088 0.4826 -0.2367
H 0.5373 -2.1438 0.5890 -0.3636 0.2997 0.0334
H 1.4200 -0.0189 -1.0030 -0.2921 -0.4650 -0.3880
H 2.3433 -0.3409 1.8741 0.0991 -0.2534 0.5158
H 0.0835 2.9999 2.2405 -0.1792 0.0050 0.0984
H -2.2991 0.2059 0.2428 -0.1614 0.1657 -0.1287
H 0.0256 -1.5041 -2.7551 -0.2989 -0.4666 -0.4465
H 0.5718 0.7005 0.2347 -0.5092 0.0185 0.3716
H 0.7029 1.5134 2.1913 0.0344 0.0507 -0.0014
H -1.3426 -0.3638 -3.1878 -0.2310 -0.3500 -0.0677
H -1.0413 -1.4948 -0.8086 -0.4707 -0.4827 0.6210
H 1.3655 -1.6743 2.6609 0.3099 -0.2777 -0.1095
H -1.3938 1.5019 -0.4833 0.0764 0.0133 -0.1198
```
Forces are in eV/Å.

Results
Charge: -1
HOMO level: -3.447 eV

---

[4]
This record from the OMol25 dataset describes a 4-piece molecular cluster, C5H14NO2 overall. The level of theory is ωB97M-V/def2-TZVPD.

The geometry in XYZ format:
```
22
Properties=species:S:1:pos:R:3:forces:R:3
O 0.1197 1.4934 0.7771 -0.8390 -0.8449 0.0931
O 0.9525 0.7034 -1.4610 -0.4091 0.0416 0.6157
N -0.5810 4.4106 1.7448 0.1595 -0.4376 -0.2736
C -1.3210 -2.5439 -1.6741 -0.3258 -1.1315 0.1449
C 0.6186 -2.2221 0.2939 -0.6111 0.5988 1.6027
C -0.4906 -1.2786 0.2861 -0.0107 -2.7861 0.0735
C 1.8729 -1.8253 -0.0688 0.3890 -0.1048 0.2672
C -1.1119 -1.3453 -1.0810 0.5474 1.0291 -0.6450
H -0.0044 -0.2296 0.4354 -0.0226 1.8242 0.7165
H 0.9108 1.8553 1.2143 0.1776 -0.5337 0.1378
H -0.6120 4.3980 2.7518 -0.0093 -0.0638 0.0899
H -1.2378 5.0885 1.3874 0.0433 0.0142 -0.0955
H -1.1636 -1.5485 1.1169 -0.0702 1.0336 -0.2629
H -2.0549 -2.7137 -2.4796 0.6195 0.6479 0.1522
H 2.0298 -0.7478 -0.2103 0.2140 -0.4970 -0.6371
H -1.2988 -0.4205 -1.6112 -0.5702 0.0313 0.2396
H 2.6910 -2.5397 0.0334 -0.0070 0.3769 -0.2343
H 1.3714 1.4249 -1.9418 -0.0707 -0.0286 -0.0047
H 0.5297 1.1088 -0.6108 0.9034 0.0691 -1.5215
H -0.7759 3.4880 1.3650 -0.2916 0.3410 0.2760
H -0.9470 -3.4885 -1.2654 -0.1478 0.4479 0.0780
H 0.5026 -3.0677 0.9980 0.3315 -0.0276 -0.8122
```
Forces are in eV/Å.

Results
Charge: +1
HOMO level: -12.500 eV

---

[5]
This record from the OMol25 dataset describes a 2-piece molecular cluster, C5H14NO2 overall. The level of theory is ωB97M-V/def2-TZVPD.

The geometry in XYZ format:
```
22
Properties=species:S:1:pos:R:3:forces:R:3
O -0.1323 -1.5163 -0.8565 0.1352 1.8787 -0.9732
O -3.8730 -0.1917 -3.6534 -5.7505 1.9860 4.0270
N 1.3243 0.8476 -1.1238 2.0943 3.3367 -1.2462
C 0.9181 -0.5875 2.0582 -0.9029 0.4717 0.5569
C 0.9880 0.7308 1.3018 -0.7828 2.2162 -0.0813
C 1.0272 -0.7840 3.3839 1.7281 -1.6834 -0.3164
C 0.1788 0.8398 -0.0980 1.7507 -1.1096 2.4608
C -0.7317 -0.3326 -0.3187 1.0610 -1.7180 1.2499
H 0.5940 -1.4202 1.4209 0.7709 0.1314 0.5605
H 2.2502 0.7646 -0.5576 -1.9431 -0.2894 -1.3875
H 1.1928 0.0238 -1.7013 0.2370 -0.4546 -0.3831
H -4.3624 0.4738 -4.1527 -0.0534 -0.1624 0.1990
H 0.9075 1.7350 1.8692 -0.8675 -1.8656 -0.1370
H -1.4516 -0.0811 -0.9877 -2.3529 0.8398 -1.9704
H 1.3143 -0.0677 4.1292 -0.2222 0.9261 -0.1577
H -0.0369 -2.1053 -0.1442 0.3640 -1.5782 1.0985
H -1.2086 -0.5470 0.6512 -0.0065 0.1910 -0.3635
H -3.1909 -0.3829 -4.1437 5.8471 -1.8194 -4.2142
H 1.5924 1.7577 -1.8137 -1.6770 -2.9071 2.2805
H 1.2516 -1.8074 3.8325 -1.1723 1.0828 -1.0247
H 1.9602 0.9986 0.9446 1.3883 -0.7211 0.4575
H -0.5120 1.6521 -0.0404 0.3544 1.2483 -0.6353
```
Forces are in eV/Å.

Results
Charge: +1
HOMO level: -13.577 eV

---

[6]
This record from the OMol25 dataset describes a single C5H14NO2P molecule. The level of theory is ωB97M-V/def2-TZVPD.

The geometry in XYZ format:
```
23
Properties=species:S:1:pos:R:3:forces:R:3
P 1.2107 0.7071 0.4548 -1.5940 -2.4520 -2.5357
O 2.0720 0.8359 -0.9123 -0.5132 0.4306 0.9754
O 1.9121 0.0350 1.5536 -0.2262 0.5194 0.1753
N -0.5395 -0.2817 -0.3076 5.5018 4.3371 -0.5496
C -0.4331 -2.0739 1.1602 2.9536 -1.8946 2.2253
C -1.2626 -1.0873 0.5203 -4.5880 -0.7724 -0.3135
C 2.9633 -0.1862 -1.3211 1.7081 -0.8715 -0.1368
C -1.2218 0.8568 -0.8714 -3.5177 -1.4903 0.2844
C -1.8640 1.8097 0.2038 -1.9770 -0.9520 -0.4602
H 2.9161 -0.2204 -2.4354 0.0766 -0.1834 0.9735
H -2.0462 0.3491 -1.5261 1.1024 1.2412 0.7904
H 0.1671 -2.5981 0.3719 -0.7303 0.0270 0.6356
H -2.1036 -0.6124 1.0691 1.0783 0.3847 1.0620
H -2.8744 1.5582 0.6902 1.6693 -0.7383 -0.5589
H -0.5857 1.4033 -1.5207 0.6763 0.4860 -0.5904
H -2.0055 -1.6066 -0.1562 0.7568 -0.2375 -0.1115
H 0.3889 -1.6330 1.8095 -1.1498 -0.1843 -0.6943
H 2.7024 -1.1425 -0.8487 -0.2330 0.0957 -0.4807
H -0.9375 -2.7847 1.8475 0.0106 0.2767 -0.8016
H 0.8153 2.0455 0.4490 0.0191 0.1023 0.4032
H -2.2112 2.7355 -0.2074 0.6471 0.9308 -0.5800
H 4.0656 -0.0512 -0.9860 -1.8508 0.4694 -0.5169
H -1.1285 1.9417 0.9630 0.1798 0.4755 0.8052
```
Forces are in eV/Å.

Results
HOMO level: -8.440 eV
SMILES string: CCN(CC)[P@@H](=O)OC

---

Table of energy relative to the best compared isomer or geometry (same formula, charge and spin) (kJ/mol), in record order: 165.4 230.4 53.6 965.0 432.3 150.0